# C45H37LuN3O2P2S2

A molecular structure, C45H37LuN3O2P2S2 in a non-equilibrium geometry (wB97M-V/def2-TZVPD, the Open Molecules 2025 dataset).

Calculated values
- Charge: -1
- Energy relative to the best compared isomer or geometry (same formula, charge and spin): 36.3 kcal per mole
- HOMO level: -4.204 eV

The geometry in XYZ format:
```
92
Properties=species:S:1:pos:R:3:forces:R:3:lowdin_charge:R:1
Lu 0.9258 1.5595 -0.4913 -0.57 -0.35 0.02 1.148
O -0.9425 2.4187 0.1355 -0.35 0.64 -0.11 -0.323
C -1.9307 3.1353 -0.3673 0.25 -0.40 0.02 -0.369
C -2.8585 3.7677 0.4998 -0.48 0.32 -1.62 -0.022
C -3.9968 4.3570 -0.0575 0.36 0.37 0.60 -0.098
C -4.2314 4.4820 -1.4273 0.71 -0.02 -0.18 -0.123
C -3.2892 3.9509 -2.2710 0.67 -1.31 0.01 -0.061
C -2.1525 3.2434 -1.7824 -1.05 0.83 0.47 -0.165
C -1.3022 2.6342 -2.7554 0.71 -0.38 -1.32 -0.113
N -0.3289 1.8440 -2.4822 -0.58 0.37 0.43 -0.129
N 0.2611 1.3345 -3.5990 0.69 -0.40 -0.95 0.044
C 1.2935 0.6120 -3.2805 1.34 -0.38 -2.19 -0.472
O 1.7220 0.3477 -2.1152 -0.31 -0.35 0.73 -0.222
C 2.1551 0.0349 -4.4602 -0.82 0.96 0.50 -0.114
C 2.1390 0.5336 -5.7798 -0.46 -0.74 0.64 -0.028
C 2.9092 -0.1687 -6.7061 -0.73 1.03 -2.80 -0.126
C 3.6822 -1.2527 -6.3936 1.32 -1.33 -0.05 -0.140
C 3.7774 -1.6722 -5.0867 -0.99 1.37 0.77 -0.083
C 3.0149 -0.9974 -4.1246 0.25 -0.13 -0.26 -0.027
H -2.6248 3.8519 1.5466 -0.18 -0.34 0.24 0.098
H -4.7276 4.7942 0.5957 -0.17 0.21 0.43 0.087
H -5.0219 5.0693 -1.8746 -0.37 -0.20 0.41 0.090
H -3.4855 3.8726 -3.3403 0.23 0.44 0.08 0.105
H -1.4043 2.7903 -3.8729 -0.50 0.11 1.29 0.144
H 1.4599 1.3633 -6.0278 0.54 -0.47 0.00 0.109
H 2.8886 0.0494 -7.8273 -0.17 0.26 1.70 0.116
H 4.3079 -1.8120 -7.1295 -0.78 0.78 0.31 0.109
H 4.4573 -2.4260 -4.8072 0.60 -0.90 0.33 0.082
H 3.0736 -1.1786 -3.0691 0.15 -0.52 0.30 0.105
C -1.8834 0.8531 3.6927 0.06 -0.44 -0.14 -0.172
N -1.5431 0.0349 2.4976 -0.09 -0.08 0.89 -0.521
P -2.9394 0.0793 1.4774 -0.69 0.02 0.14 1.028
C -3.9824 -1.2545 2.2583 0.44 -1.36 0.72 -0.338
C -5.1776 -1.5678 1.6027 -0.78 -0.30 0.98 -0.113
C -6.0115 -2.6109 2.0400 1.95 -1.03 1.46 -0.064
C -5.5328 -3.4375 3.1007 -0.27 1.25 -0.66 -0.094
C -4.3363 -3.1566 3.7473 -0.10 -0.13 -0.07 -0.107
C -3.5647 -2.0906 3.3528 -0.80 1.77 -1.67 -0.112
C -2.4440 -0.8954 0.0440 -0.28 0.39 -1.50 -0.369
C -2.1493 -2.2644 0.0906 -0.01 0.27 0.97 -0.110
C -1.6204 -2.8759 -1.0003 0.68 -2.09 -1.23 -0.092
C -1.4620 -2.2030 -2.2019 -0.49 -1.52 -0.51 -0.091
C -1.8803 -0.9187 -2.3020 -0.22 2.36 -2.72 -0.120
C -2.4127 -0.2434 -1.2272 0.36 1.11 1.51 -0.087
P 0.0771 -0.1264 1.9484 0.19 -0.07 0.26 0.985
C 1.0529 0.4909 3.4127 -1.55 -0.91 -1.36 -0.417
C 1.2937 1.8355 3.4575 1.21 1.52 0.78 -0.159
C 2.0280 2.3417 4.5409 0.11 -1.67 -0.06 -0.056
C 2.5041 1.4346 5.5116 -0.44 0.71 0.37 -0.080
C 2.0883 0.0984 5.5551 0.04 1.32 -2.23 -0.067
C 1.3876 -0.3662 4.4346 0.15 -0.72 0.92 -0.087
C 0.4276 -1.9326 1.9534 1.45 -0.75 -2.16 -0.345
C -0.3596 -2.9694 2.4294 -0.03 0.87 0.22 -0.136
C -0.1449 -4.3041 2.1466 0.28 -0.12 0.65 -0.102
C 0.9614 -4.6444 1.4338 1.31 -0.77 -1.61 -0.113
C 1.7622 -3.6645 0.8423 -0.21 1.35 -0.44 -0.081
C 1.4835 -2.2980 1.0217 -0.41 0.22 1.61 -0.065
H -2.8460 0.4854 4.1068 0.49 0.38 -0.15 0.071
H -1.9575 1.8930 3.3856 -0.28 0.28 0.16 0.063
H -1.1131 0.7942 4.4634 -0.16 -0.21 -0.10 0.069
H -5.5517 -0.9312 0.8261 0.09 0.28 -0.54 0.094
H -6.9403 -2.9023 1.5925 -0.33 0.33 -0.38 0.087
H -6.1126 -4.2293 3.5236 -0.50 -0.47 -0.20 0.083
H -4.0049 -3.7841 4.5656 -0.05 -0.01 0.06 0.100
H -2.6709 -1.7956 3.8590 0.40 -0.10 0.32 0.071
H -2.3073 -2.8622 0.9896 -0.02 0.45 -0.24 0.097
H -1.3381 -3.9619 -1.0354 -0.42 1.09 0.52 0.123
H -1.2728 -2.8033 -3.0996 0.58 0.48 0.34 0.113
H -1.7968 -0.3431 -3.3016 -0.15 -1.16 1.69 0.132
H -2.6924 0.8502 -1.3699 0.25 -1.67 0.56 0.108
H 1.0882 2.5216 2.6358 -0.32 -0.32 0.13 0.093
H 2.3098 3.3726 4.5621 0.18 0.41 0.06 0.096
H 3.1954 1.8034 6.2753 -0.34 -0.07 -0.12 0.098
H 2.4437 -0.5399 6.3073 0.28 -0.84 0.91 0.080
H 1.1082 -1.4198 4.3205 0.18 0.36 0.26 0.103
H -1.2176 -2.6806 2.9755 -0.68 0.04 0.60 0.055
H -0.7677 -5.0966 2.5215 -0.41 0.05 0.21 0.103
H 1.2222 -5.6866 1.1724 -0.40 0.53 0.40 0.108
H 2.5203 -3.9408 0.1142 0.09 -0.06 0.31 0.100
H 2.0911 -1.4567 0.6016 -0.43 -1.05 0.06 0.054
S 3.0910 1.1052 0.8575 0.20 -0.28 1.12 0.517
C 4.1718 1.6281 -0.3994 0.41 -0.82 -0.72 -0.730
C 5.4292 1.0018 -0.5506 0.44 0.23 0.73 -0.144
C 6.2864 1.2594 -1.6163 -0.48 0.10 0.76 -0.130
C 5.8149 2.0981 -2.6236 0.68 0.31 -0.49 -0.130
C 4.5839 2.7383 -2.4986 -0.01 -0.37 -0.03 -0.139
C 3.7503 2.5281 -1.3770 0.24 1.05 -0.72 -0.706
S 2.2634 3.5369 -1.2331 0.77 0.25 -0.27 0.458
H 5.7962 0.3882 0.2874 -0.36 0.13 -0.48 0.091
H 7.3137 0.8754 -1.5623 -0.53 0.04 -0.40 0.092
H 6.4875 2.2892 -3.4806 -0.66 0.03 0.39 0.094
H 4.2296 3.3822 -3.3047 0.09 -0.07 0.29 0.091
```
Positions in Å, forces in eV/Å.

# C6H32O13

10 unconnected molecules or ions with the total composition C6H32O13 in a non-equilibrium geometry (wB97M-V/def2-TZVPD, the Open Molecules 2025 dataset).

Calculated values
- SMILES: OCCO.OCCO.OCCO.O.O.O.O.O.O.O
- Energy relative to the best compared isomer or geometry (same formula, charge and spin): 20.9 kcal per mole
- HOMO level: -9.754 eV

The geometry in XYZ format:
```
51
Properties=species:S:1:pos:R:3:forces:R:3:lowdin_charge:R:1
O -0.3806 -1.5231 -3.1488 -1.13 -1.48 -1.17 -0.097
C 0.6223 -2.3235 -3.8390 0.59 1.09 1.87 -0.199
C 1.8116 -2.4420 -2.9081 0.92 0.77 -0.85 -0.244
O 2.2749 -1.1993 -2.4141 0.28 0.36 0.18 -0.085
H -1.1942 -1.9356 -3.5235 0.36 0.97 0.68 0.108
H 0.3204 -3.3451 -3.9503 -0.66 -0.56 -0.56 0.112
H 0.8709 -1.8353 -4.7740 0.14 -0.08 -0.22 0.122
H 2.5729 -2.9723 -3.5181 0.12 0.44 0.46 0.128
H 1.6350 -3.0307 -2.0481 -0.73 -1.12 0.68 0.108
H 2.0445 -1.0686 -1.4590 -0.05 -0.12 -1.09 0.069
O 0.5176 -0.4574 4.3576 0.16 0.56 -0.33 -0.076
C 1.2026 0.7727 4.0604 0.69 -0.33 1.46 -0.230
C 0.3753 1.7804 3.3189 -1.35 -0.42 0.77 -0.247
O -0.0577 1.2898 2.0806 -0.54 -0.61 -0.83 -0.087
H 0.4164 -0.9599 3.5331 -0.11 0.17 -0.03 0.049
H 1.4923 1.1894 5.0512 -0.30 -0.13 -0.52 0.127
H 2.1606 0.5707 3.5754 -0.07 -0.08 -0.39 0.117
H 0.8847 2.7003 3.1332 0.66 0.56 -0.01 0.114
H -0.5213 2.0104 3.9290 0.37 0.02 -0.09 0.127
H -0.8149 0.6936 2.2461 0.35 0.14 0.03 0.069
O -2.5890 0.0177 3.6120 0.23 -1.55 0.03 -0.076
C -2.9633 -1.2311 2.9780 0.09 -1.30 0.92 -0.204
C -1.8411 -2.3174 2.7667 -0.50 3.97 -2.66 -0.153
O -0.7450 -1.6754 2.0278 0.08 -0.84 2.02 -0.115
H -2.2064 -0.2308 4.4828 -0.14 0.38 -0.80 0.101
H -3.7038 -1.7945 3.5622 -0.15 0.38 0.47 0.109
H -3.5178 -1.0344 2.0676 0.52 0.46 -0.39 0.111
H -2.2873 -3.1115 2.2196 -0.34 -0.72 -0.77 0.105
H -1.4995 -2.7155 3.6569 1.07 -0.45 1.94 0.088
H -0.8750 -1.7206 1.0808 -0.70 -0.29 -0.64 0.022
O 1.1655 0.0705 -0.1852 0.14 -0.10 0.72 -0.050
H 1.1700 0.1807 0.7913 0.05 0.12 -0.46 0.059
H 0.2189 0.1257 -0.3566 -0.19 0.16 -0.34 0.028
O 2.7122 2.5433 0.0196 -1.08 0.20 0.42 -0.059
H 2.2827 1.7854 -0.4278 0.86 0.13 0.12 0.012
H 3.5481 2.8156 -0.3513 0.17 -0.50 -0.57 0.046
O -1.4241 1.7684 -3.8391 -0.29 -0.82 0.14 -0.043
H -0.9068 0.9574 -3.9692 -0.03 0.27 -0.01 0.036
H -0.8131 2.4856 -3.9889 0.39 0.24 0.00 0.029
O 0.4903 3.0708 -1.8059 0.50 0.03 0.50 -0.048
H 0.3104 3.9764 -2.0199 -0.75 0.81 -0.60 0.053
H 1.2922 3.2393 -1.2780 0.09 -0.66 0.39 0.030
O -1.8989 -1.6384 -0.4375 -0.54 1.47 0.64 -0.067
H -2.0458 -0.6350 -0.4527 0.31 -1.53 -0.27 0.050
H -1.3191 -1.8596 -1.1628 0.34 0.21 -0.62 0.010
O -2.0134 1.1872 -0.8375 0.52 0.40 0.15 -0.061
H -1.6434 2.0082 -0.4454 -0.20 -0.79 -0.32 0.068
H -1.7174 1.2055 -1.7652 -0.15 0.36 0.05 0.021
O 2.3881 1.7787 -3.4331 1.15 -0.06 -0.83 -0.049
H 1.6129 1.9801 -2.9364 -1.04 0.24 0.65 -0.046
H 2.5859 0.8528 -3.2750 -0.10 -0.36 0.12 0.008
```
Positions in Å, forces in eV/Å.

# C46H67BrLuP2Si

A molecular structure, C46H67BrLuP2Si in a non-equilibrium geometry (wB97M-V/def2-TZVPD, the Open Molecules 2025 dataset).

Calculated values
- Charge: +1
- HOMO level (alpha / beta): -8.319 / -7.895 eV

The geometry in XYZ format:
```
118
Properties=species:S:1:pos:R:3:forces:R:3:lowdin_charge:R:1
Lu 1.5525 -1.2560 -0.0036 1.19 -0.02 -0.30 1.434
C 2.0135 -4.2599 2.4327 0.62 -0.14 -2.78 -0.033
C 2.5921 -3.1341 1.5462 -1.13 0.79 1.36 -0.359
C 2.9147 -1.7981 1.9988 1.31 -0.66 0.10 -0.139
C 3.9023 -1.0596 1.2806 -2.05 -0.35 1.62 -0.367
C 4.3505 0.2608 1.7609 0.06 1.27 -0.42 -0.049
C 4.4427 -1.5566 0.1054 0.88 -0.90 -1.03 -0.071
C 4.0936 -2.8257 -0.4075 -1.57 0.30 0.68 -0.270
C 4.7060 -3.4276 -1.6372 -0.95 0.13 -0.02 -0.030
C 3.0438 -3.5326 0.2694 0.99 0.26 -1.80 -0.118
H 1.6782 -3.9110 3.3720 -0.26 0.10 1.04 0.053
H 2.8547 -4.9874 2.4659 -0.64 0.31 0.64 0.100
H 1.2074 -4.7847 1.8559 0.42 0.41 0.71 0.081
H 2.5593 -1.3872 2.9629 0.21 -0.46 -0.55 0.132
H 5.3914 0.2900 2.0494 0.36 -0.33 0.28 0.096
H 3.7537 0.7011 2.5443 -0.23 -0.21 0.47 0.080
H 4.2956 0.9806 0.9457 0.01 0.12 -0.26 0.071
H 5.2557 -0.9656 -0.3140 -0.23 -0.24 -0.32 0.134
H 4.6649 -4.4930 -1.4878 0.98 -0.55 0.19 0.082
H 5.6713 -2.9819 -1.8577 0.13 -0.39 -0.04 0.095
H 4.0625 -3.3824 -2.5274 0.02 0.71 0.20 0.082
H 2.7287 -4.5041 -0.1563 0.25 0.53 0.47 0.130
C -0.4018 -2.4522 -3.7742 -0.65 -1.25 -0.95 -0.224
Si -0.5386 -0.7604 -2.9546 -0.07 -0.42 0.29 0.269
C -2.2129 -0.6932 -2.0104 -0.20 0.17 0.70 -0.288
C -3.3155 -0.0931 -2.6429 0.75 -0.14 -0.68 -0.140
C -4.4633 0.1923 -1.9338 -1.66 -0.16 -0.82 -0.081
C -4.7015 -0.3537 -0.6980 0.38 -1.11 1.71 -0.040
C -3.6536 -1.0185 -0.0076 0.02 1.52 -2.91 -0.111
C -2.4252 -1.1329 -0.6623 0.54 0.91 -0.67 -0.392
P -1.0393 -1.8243 0.2598 -1.57 -1.07 2.05 1.053
C -1.6163 -3.6189 0.7028 1.65 -0.09 -0.50 -0.402
C -1.2320 -4.5086 -0.5479 -0.63 0.77 0.23 -0.201
C -2.3866 -4.4891 -1.5904 1.27 -0.51 -0.24 -0.211
C -3.5930 -5.1743 -0.9546 0.77 0.16 0.67 -0.189
C -4.0297 -4.2744 0.1904 -0.94 -0.49 0.72 -0.216
C -2.9837 -3.9570 1.2957 -2.01 2.91 -0.44 -0.165
C -0.9625 -0.9117 2.0337 -1.55 0.76 -1.29 -0.379
C -2.0724 0.2203 2.2501 0.48 -1.44 -0.77 -0.188
C -1.7072 1.0890 3.4513 -0.38 0.01 -1.25 -0.191
C -1.4289 0.2472 4.6821 -0.24 0.46 0.96 -0.194
C -1.6077 -1.2571 4.4812 0.09 -0.48 -0.19 -0.159
C -0.9630 -1.8525 3.1989 1.47 -1.13 0.72 -0.222
C 1.1140 -0.3236 -2.0811 -1.66 1.35 -0.16 -0.545
C 2.1738 -1.1525 -2.5775 1.26 0.15 -0.91 -0.256
C 3.4330 -0.6586 -2.9444 -0.82 1.45 0.88 -0.056
C 3.6614 0.7526 -2.6700 0.67 -0.20 -0.46 -0.082
C 2.7916 1.5023 -1.8880 -0.58 -0.03 -1.24 -0.101
C 1.4794 1.0152 -1.4994 1.49 -0.36 -1.07 -0.449
P 0.3915 1.9944 -0.4173 -0.78 -0.76 0.47 1.093
C -0.8787 3.0685 -1.3398 -0.04 0.44 -0.91 -0.411
C -1.5928 4.1522 -0.5030 -0.75 -0.51 3.29 -0.206
C -2.7134 4.9835 -1.2257 0.95 0.54 0.85 -0.192
C -2.7756 4.5968 -2.6909 0.22 1.06 -0.61 -0.207
C -1.3675 4.6730 -3.3239 -0.84 0.29 -0.05 -0.187
C -0.3628 3.7213 -2.6768 1.19 -0.41 0.93 -0.208
C 1.5766 3.0835 0.4654 0.10 -0.53 0.43 -0.492
C 1.9967 4.3515 -0.2030 0.03 2.57 -0.01 -0.217
C 3.1697 5.0915 0.5370 0.53 -0.94 -0.65 -0.172
C 3.0445 5.0315 2.0678 0.90 -0.79 0.70 -0.195
C 1.7243 4.4641 2.6271 -1.50 1.09 0.55 -0.199
C 1.0405 3.3128 1.8771 -0.85 -1.36 1.26 -0.246
H 0.2920 -2.4818 -4.6274 0.29 0.30 0.45 0.038
H -0.1423 -3.3168 -3.1126 -0.16 0.77 -0.29 0.027
H -1.3428 -2.7789 -4.3258 0.65 0.68 1.07 0.068
H -3.3054 0.0933 -3.7360 0.19 0.31 1.01 0.067
H -5.2943 0.7324 -2.4222 0.57 -0.40 0.16 0.124
H -5.7081 -0.3976 -0.2594 0.50 0.62 -0.13 0.122
H -3.6876 -1.2719 1.0012 -0.66 -0.70 1.11 0.047
H -0.8696 -3.7494 1.4918 0.15 -0.55 -0.16 0.054
H -0.2881 -4.0873 -0.9588 -0.45 -0.50 0.06 0.067
H -1.0988 -5.5791 -0.3248 0.29 0.40 0.44 0.116
H -2.5882 -3.4532 -1.8630 -0.22 -0.07 -0.25 0.087
H -1.9660 -5.0283 -2.4628 -0.61 0.29 0.15 0.117
H -4.4847 -5.2688 -1.5925 0.64 -0.44 -0.09 0.122
H -3.2024 -6.1346 -0.5348 -0.79 0.29 -0.58 0.126
H -4.4495 -3.3937 -0.2790 0.32 0.59 0.02 0.088
H -4.9287 -4.7082 0.6538 0.33 -0.09 0.20 0.116
H -3.4362 -2.9606 1.8184 1.16 -2.60 -0.61 0.138
H -2.9645 -4.7831 2.0150 0.32 0.27 -0.07 0.121
H 0.0193 -0.4204 1.9929 -0.02 0.49 0.02 0.045
H -2.0913 0.7678 1.3038 -0.30 0.31 0.30 0.083
H -3.0706 -0.2878 2.3923 1.10 0.66 -0.01 0.115
H -0.8428 1.6755 3.1487 0.09 0.12 0.13 0.074
H -2.5408 1.7903 3.6074 0.32 -0.12 0.08 0.122
H -0.4864 0.5416 5.1343 0.46 -0.33 -0.15 0.107
H -2.1465 0.5964 5.4300 -0.02 -0.43 0.17 0.111
H -1.2737 -1.8352 5.3689 -0.28 0.39 -0.52 0.124
H -2.6877 -1.4069 4.3653 0.12 -0.23 0.22 0.111
H 0.0953 -2.2039 3.3267 -0.58 0.55 0.49 0.101
H -1.4070 -2.8074 2.9279 -0.66 0.22 0.42 0.068
H 1.8612 -2.1752 -2.7617 0.45 -0.12 -0.44 0.073
H 4.2348 -1.2035 -3.4555 -0.62 -0.11 0.33 0.110
H 4.5375 1.2972 -3.1314 -0.94 -0.94 0.73 0.122
H 3.0794 2.5739 -1.8381 -0.44 -0.89 0.57 0.104
H -1.6483 2.3042 -1.5878 0.37 0.36 -0.08 0.085
H -2.2064 3.6798 0.3745 1.41 0.22 -1.32 0.123
H -0.8620 4.7926 0.0841 -0.73 -0.49 -1.12 0.099
H -3.6357 4.8295 -0.6562 -0.09 -0.24 -0.53 0.099
H -2.5036 6.0663 -1.0166 0.00 -0.75 -0.79 0.121
H -3.1593 3.5976 -2.8054 -0.32 -0.51 0.02 0.095
H -3.4322 5.2755 -3.2665 0.12 -0.35 0.34 0.119
H -1.4250 4.3870 -4.3700 -0.18 0.17 -0.25 0.101
H -1.1011 5.7484 -3.3082 0.37 -0.61 0.15 0.120
H -0.1371 2.8617 -3.3368 0.07 0.76 0.17 0.017
H 0.5971 4.2819 -2.4881 -0.90 -0.71 -0.15 0.105
H 2.4646 2.4555 0.5748 0.16 -0.09 -0.11 0.087
H 2.2334 4.1856 -1.2426 0.40 -0.03 -0.23 0.069
H 1.1732 5.0883 -0.2740 0.02 -0.50 0.23 0.113
H 4.1156 4.5877 0.1948 -0.68 0.34 0.51 0.113
H 3.3333 6.1463 0.2771 -0.58 -0.35 -0.50 0.107
H 3.9197 4.3984 2.4304 -1.13 0.81 -0.08 0.121
H 3.1663 6.0483 2.4852 0.13 -0.60 -0.09 0.109
H 1.8503 4.1367 3.6667 0.27 0.18 -0.19 0.102
H 0.9249 5.2675 2.7352 1.20 -0.52 -0.35 0.126
H 1.1772 2.3635 2.5330 -0.17 1.17 -1.35 0.114
H -0.0927 3.4449 1.8489 1.39 0.06 0.05 0.097
Br -0.8740 0.6956 -4.6469 0.27 -0.18 -0.05 0.508
```
Positions in Å, forces in eV/Å.

# C4H9N3O2

C4H9N3O2 in the gas phase in a non-equilibrium geometry (wB97M-V/def2-TZVPD, the Open Molecules 2025 dataset).

Calculated values
- SMILES: CC(=O)[C@H](N)NC(N)=O
- Energy relative to the best compared isomer or geometry (same formula, charge and spin): 0.0 kcal per mole
- HOMO level: -9.536 eV

The geometry in XYZ format:
```
18
Properties=species:S:1:pos:R:3:forces:R:3:lowdin_charge:R:1
C 0.8625 -1.0647 1.5414 -0.42 -0.24 0.27 -0.006
C 0.0235 0.1856 1.4814 0.02 0.88 1.95 -0.363
O -0.0544 0.9347 2.4620 -0.13 -1.06 -2.07 0.065
C -0.7603 0.4994 0.1882 -0.29 0.12 -0.02 -0.368
N -2.1662 0.2192 0.4242 -0.51 0.66 0.86 0.067
N -0.4500 -0.3308 -0.9277 -0.11 -0.37 0.17 0.089
C 0.5039 -0.1608 -1.8627 0.11 -1.27 -1.15 -0.650
N 1.3377 0.8886 -1.7167 1.16 1.29 0.22 0.169
O 0.6029 -0.9126 -2.8234 -0.25 0.04 0.01 0.033
H 0.3777 -1.8849 1.0067 0.23 0.14 -0.17 0.086
H 1.8486 -0.8637 1.1161 -0.04 -0.15 -0.10 0.091
H 0.9723 -1.3729 2.5858 0.11 0.29 -0.18 0.090
H -0.5993 1.5524 -0.0658 0.31 0.03 0.03 0.151
H -2.4570 0.7574 1.2439 -0.03 -0.31 -0.14 0.089
H -2.6960 0.6032 -0.3565 0.06 -0.15 0.08 0.092
H -1.0606 -1.1215 -1.0779 0.13 0.06 0.03 0.154
H 1.6490 1.1581 -0.7969 -0.13 0.12 -0.02 0.095
H 2.0654 0.9132 -2.4222 -0.22 -0.08 0.23 0.117
```
Positions in Å, forces in eV/Å.